36
Properties=species:S:1:pos:R:3:forces:R:3 method="wB97M-V/def2-TZVPD" e_tot_ev=-24949.364 homo_lumo_gap_ev=8.98 charge=0
O -1.868 2.406 -0.247 -4.300 1.226 2.415
H -1.006 2.192 -0.603 -0.289 1.046 0.436
H -2.209 3.081 -0.833 -0.272 0.034 -0.050
O 1.521 -1.975 1.520 1.050 -0.416 2.175
H 1.379 -1.036 1.633 0.362 -0.868 0.384
H 1.608 -2.092 0.573 -0.084 -0.070 -0.099
O 0.279 0.053 0.527 -1.814 -1.028 -0.595
H 0.152 0.981 0.725 -0.226 1.168 0.547
H -0.598 -0.327 0.588 -0.522 -0.228 -0.112
O -0.017 -2.862 0.038 2.928 -3.947 -6.259
H 0.267 -3.666 0.475 0.186 -0.212 -0.278
H -0.424 -2.343 0.732 1.946 -1.105 -0.954
O -2.069 -0.024 0.173 -1.330 2.499 3.209
H -2.250 0.890 -0.046 -0.265 2.036 -0.383
H -2.600 -0.195 0.951 -0.157 0.122 0.394
O -1.182 -1.931 1.397 -5.862 3.485 7.158
H -2.034 -2.349 1.525 -0.407 -0.504 -0.500
H -0.903 -1.681 2.278 0.483 0.122 0.532
O 0.792 2.396 0.498 -0.417 3.549 5.228
H 0.855 3.351 0.496 -0.069 0.214 0.558
H 0.728 2.158 -0.427 0.621 0.485 0.630
O -2.226 -1.713 -1.124 -0.649 -3.132 -2.776
H -1.344 -1.908 -0.809 0.056 -0.681 -0.348
H -2.496 -0.943 -0.624 -0.305 -0.593 -1.025
O -0.132 1.908 -1.385 -0.207 -1.486 -6.921
H -0.259 0.971 -1.534 -0.111 -0.317 -0.556
H 0.642 2.130 -1.902 0.834 0.142 -0.767
O 0.991 -0.309 -2.220 -0.720 -1.029 -1.166
H 1.769 -0.859 -2.305 0.302 -0.253 -0.193
H 0.452 -0.755 -1.567 -0.294 -0.895 0.239
O 2.120 1.412 -0.941 2.488 0.957 -3.908
H 1.959 1.384 0.003 1.782 0.395 0.149
H 1.602 0.690 -1.294 0.928 -0.303 -0.269
O 2.440 0.400 0.975 3.798 -0.254 2.963
H 2.510 0.487 1.926 0.399 0.097 0.377
H 1.551 0.077 0.829 0.136 -0.258 -0.236

28
Properties=species:S:1:pos:R:3:forces:R:3 method="wB97M-V/def2-TZVPD" e_tot_ev=-14621.786 homo_lumo_gap_ev=6.36 charge=+1
C -3.285 -1.615 -1.369 -0.976 -0.022 0.259
C -2.447 -0.897 -2.233 2.049 0.707 0.305
C -3.106 -1.583 -0.041 -1.978 -1.130 1.284
C -1.313 -0.395 -1.631 0.104 1.263 -0.741
C -1.860 -0.990 1.891 3.416 3.803 1.278
C -2.049 -0.885 0.606 1.500 0.788 -2.321
C -0.988 -0.235 -0.227 -2.165 -2.164 -1.826
C 0.231 0.266 0.192 -1.856 1.037 2.266
C -0.684 -0.256 2.566 0.681 -1.721 -1.439
C 0.228 0.685 1.697 -0.097 -0.691 -0.024
C 1.262 0.377 -0.697 3.260 -1.916 0.864
N 2.539 0.482 -0.245 -1.234 0.798 -0.813
N 4.424 1.888 -1.142 -0.657 0.227 -1.890
H -4.119 -2.103 -1.779 -1.060 -0.725 -0.340
H -2.622 -0.744 -3.336 0.189 -0.410 1.465
H -3.845 -2.093 0.679 1.164 0.723 -1.412
H -0.642 0.136 -2.257 0.372 0.345 -0.798
H -2.489 -1.466 2.514 -2.105 -1.928 2.005
H -0.932 0.341 3.403 -0.863 0.263 1.016
H -0.128 -1.120 2.970 0.280 0.316 0.075
H 1.241 0.723 2.209 -1.206 0.056 -0.794
H -0.286 1.661 1.805 0.724 -0.184 -0.377
H 1.194 -0.068 -1.699 -0.104 0.735 0.296
H 3.391 0.753 -0.894 -1.321 -0.096 0.791
H 2.637 0.915 0.681 -0.124 -0.514 -0.444
H 5.162 1.505 -1.701 1.252 -0.211 1.107
H 4.043 2.564 -1.798 -0.341 0.382 0.884
H 4.442 2.154 -0.163 1.095 0.269 -0.675

118
Properties=species:S:1:pos:R:3:forces:R:3 method="wB97M-V/def2-TZVPD" e_tot_ev=-68000.608 homo_lumo_gap_ev=7.38 charge=0
C 2.428 0.641 -4.510 -0.197 0.473 0.894
C 1.348 0.863 -3.510 1.594 0.014 -2.333
N 0.555 1.023 -2.697 -0.424 6.490 -7.948
H 2.015 0.402 -5.490 -0.037 0.493 0.246
H 3.046 -0.211 -4.227 -0.118 0.286 0.235
H 3.053 1.534 -4.515 -0.114 0.063 -0.158
C 2.849 -1.374 0.626 1.068 -1.058 -1.646
C 2.627 -1.860 -0.787 0.947 0.554 1.667
N 2.481 -2.275 -1.854 1.941 0.073 5.361
H 2.137 -1.897 1.265 0.645 0.545 -0.542
H 2.818 -0.296 0.781 0.282 -0.813 -1.051
H 3.845 -1.711 0.915 0.165 -0.111 -0.105
C -1.928 0.376 -3.147 -0.446 1.145 -0.435
C -1.940 1.846 -2.965 -0.191 -1.440 -0.269
N -1.912 2.986 -2.890 -0.605 0.453 -0.515
H -2.939 -0.010 -3.276 -0.021 0.002 0.278
H -1.373 -0.126 -2.354 -0.659 1.121 0.000
H -1.378 0.185 -4.068 -0.308 0.433 0.181
N -0.837 1.931 5.038 -0.286 1.185 -3.342
C -0.117 1.390 3.960 0.501 2.149 0.326
C -0.449 2.053 2.769 2.249 1.052 2.522
C -1.314 3.120 3.089 -2.195 -1.796 4.931
C -1.654 2.935 4.459 0.844 -0.042 -0.388
H -0.899 1.620 5.997 0.225 0.136 -0.278
H 0.661 0.659 4.122 -0.659 0.358 0.149
H -0.061 1.881 1.777 0.758 0.093 2.014
H -1.853 3.810 2.456 -0.862 -2.106 1.408
H -2.421 3.364 5.086 0.098 0.321 -0.210
N 0.514 -4.294 -0.087 5.071 -0.120 3.074
C 1.545 -5.222 0.112 -0.438 0.690 -1.293
C 2.265 -4.858 1.215 -0.376 -0.171 0.503
C 1.564 -3.792 1.794 -0.414 1.102 0.346
C 0.552 -3.376 0.942 0.349 -2.402 0.120
H -0.058 -4.160 -0.908 2.397 -0.340 0.529
H 1.710 -6.014 -0.603 0.005 0.083 -0.039
H 3.192 -5.214 1.640 -0.205 -0.581 -0.227
H 1.853 -3.252 2.683 0.037 -0.356 -0.073
H -0.122 -2.533 0.899 1.066 -1.390 0.693
N -0.894 -3.521 -2.942 -1.830 -2.277 1.475
C -1.301 -2.532 -2.107 -2.040 -1.081 -0.531
C -1.618 -3.079 -0.883 -2.894 -0.845 -0.329
C -1.451 -4.472 -0.936 -3.848 -0.417 -3.719
C -0.953 -4.712 -2.231 -1.857 -0.916 -0.311
H -0.592 -3.383 -3.896 -0.145 -0.432 0.400
H -1.297 -1.501 -2.426 -0.239 -1.443 0.089
H -1.942 -2.542 -0.004 -0.418 -0.865 -1.194
H -1.659 -5.214 -0.180 0.194 0.196 -0.142
H -0.657 -5.678 -2.611 0.093 0.272 -0.347
N -0.541 5.656 0.417 0.574 -1.937 -0.075
C -0.189 5.179 -0.818 -0.132 0.948 -0.675
C -0.353 3.811 -0.869 1.238 1.696 -0.331
C -0.715 3.401 0.409 -0.275 2.103 2.181
C -0.791 4.539 1.206 0.509 2.638 -1.336
H -0.428 6.591 0.782 -0.032 -0.255 -0.300
H 0.142 5.897 -1.554 -0.089 -0.278 -0.236
H -0.098 3.165 -1.697 -0.069 0.592 -0.024
H -0.871 2.386 0.741 -0.813 2.247 -0.437
H -1.040 4.727 2.240 1.255 1.249 -1.453
N 0.920 -0.238 1.874 1.725 -0.680 3.786
C 0.697 -1.261 2.835 1.715 3.116 -0.904
C 1.665 -1.012 3.776 1.007 -0.454 0.829
C 2.497 0.107 3.408 -0.668 -1.109 -0.235
C 1.946 0.563 2.238 0.694 -0.024 1.211
H 0.304 -0.034 1.100 1.968 -0.451 1.029
H -0.152 -1.928 2.811 0.752 0.235 -0.213
H 1.807 -1.501 4.728 -0.136 -0.437 -0.065
H 3.339 0.476 3.975 -0.095 0.112 -0.146
H 2.292 1.384 1.626 -0.246 -0.358 0.509
N -4.616 2.749 -0.381 -1.904 -0.363 -1.203
C -5.466 2.225 0.589 -0.170 1.139 -1.553
C -4.650 1.928 1.604 -1.824 -1.131 3.562
C -3.362 2.222 1.320 2.479 0.172 -1.845
C -3.342 2.667 0.016 0.693 0.428 0.469
H -4.940 3.066 -1.283 0.290 -0.095 0.141
H -6.543 2.242 0.503 0.198 -0.046 -0.110
H -4.958 1.604 2.588 -0.244 -0.270 -0.064
H -2.458 2.050 1.886 -1.509 0.504 -0.545
H -2.487 2.943 -0.584 -0.901 0.007 -0.132
N 2.193 -2.068 -5.292 -0.255 -1.738 0.478
C 0.931 -1.688 -5.684 0.605 -0.349 0.725
C 0.167 -1.664 -4.506 -0.351 1.193 -3.250
C 0.945 -2.069 -3.444 1.762 0.024 -0.593
C 2.198 -2.388 -3.946 -0.624 0.108 -2.323
H 2.980 -2.380 -5.843 -0.445 0.251 -0.410
H 0.785 -1.498 -6.737 -0.487 0.286 0.209
H -0.828 -1.244 -4.473 0.228 -0.707 -0.202
H 0.568 -2.211 -2.442 1.258 0.487 -1.895
H 3.041 -2.861 -3.465 -0.142 0.199 -1.224
N 2.933 3.152 0.161 0.624 -0.401 0.494
C 2.283 2.036 -0.214 0.653 -0.592 -2.695
C 3.112 1.333 -1.136 -0.758 1.211 1.553
C 4.324 2.049 -1.151 0.766 -0.785 -0.638
C 4.223 3.106 -0.317 -0.378 1.888 0.519
H 2.515 3.859 0.749 0.229 -0.119 -0.033
H 1.251 1.856 0.046 1.767 0.411 0.256
H 2.922 0.441 -1.715 0.038 0.077 0.434
H 5.200 1.786 -1.726 0.028 0.027 0.088
H 4.884 3.919 -0.058 0.164 -0.209 -0.202
N -1.645 -0.551 4.166 -2.172 -2.737 -1.771
C -1.717 -1.916 3.974 -1.085 -0.027 -0.031
C -2.304 -2.235 2.720 0.624 0.603 3.017
C -2.602 -0.991 2.104 -1.434 1.733 3.756
C -2.223 0.021 3.035 -0.610 -1.866 0.547
H -1.156 -0.075 4.911 -0.625 -0.584 -0.515
H -1.335 -2.549 4.761 0.014 -0.264 -0.255
H -2.308 -3.268 2.403 -0.400 0.131 -0.380
H -3.021 -0.762 1.136 -0.321 -0.162 0.427
H -2.192 1.101 3.028 -0.845 -1.066 0.126
N 0.354 0.048 -1.095 -1.234 -4.187 6.626
C -0.051 -1.178 -0.676 0.872 2.062 1.731
C -0.892 -0.989 0.425 -0.066 -0.111 -2.732
C -0.945 0.378 0.661 -4.062 1.729 -2.470
C -0.251 1.023 -0.303 0.890 -1.768 -3.405
H 0.993 0.182 -1.865 0.901 -1.855 2.560
H 0.416 -2.036 -1.137 -0.179 0.906 1.673
H -1.358 -1.743 1.043 1.018 1.250 -0.563
H -1.463 0.924 1.435 0.339 -1.232 -1.102
H 0.025 2.039 -0.542 -0.997 -1.894 -0.385

14
Properties=species:S:1:pos:R:3:forces:R:3 method="wB97M-V/def2-TZVPD" e_tot_ev=-8371.962 smiles=O[C@H]1CCCO1 homo_lumo_gap_ev=11.32 charge=0
O -0.504 1.934 -0.161 0.323 -0.096 -0.259
C -0.940 0.654 -0.535 0.399 -0.747 -0.666
C 0.360 -0.133 -1.013 -0.479 -0.169 -0.038
C 0.782 -0.874 0.274 -0.039 -0.138 0.074
C -0.256 -0.410 1.310 0.140 -0.166 0.210
O -1.407 -0.081 0.547 -0.104 0.074 0.082
H 0.371 1.814 -0.539 0.381 1.524 0.444
H -1.768 0.734 -1.249 0.248 -0.170 0.040
H 1.210 0.461 -1.411 -0.725 0.151 0.188
H 0.085 -0.801 -1.827 0.031 -0.220 0.104
H 1.801 -0.640 0.602 -0.202 0.001 -0.161
H 0.723 -1.954 0.127 -0.010 0.075 0.068
H -0.543 -1.183 2.023 0.039 0.071 -0.045
H 0.087 0.479 1.853 -0.001 -0.191 -0.041

88
Properties=species:S:1:pos:R:3:forces:R:3 method="wB97M-V/def2-TZVPD" e_tot_ev=-67053.379 smiles="COCCCC[C@@]1(CCCNCc2ccccc2O)OC(=O)O[C@@H]1CCOC=O.O=C1C=C(O)C(=O)C=C1O.O=C1C=C(O)C(=O)C=C1O" homo_lumo_gap_ev=7.30 charge=0
C -2.459 0.215 -1.145 -0.091 -0.782 -0.317
O -1.742 0.441 0.045 -0.373 0.298 0.167
C -1.475 1.818 0.246 0.815 -0.398 0.119
C -0.299 1.941 1.262 -0.903 0.312 -1.109
C 0.908 2.691 0.636 0.110 -0.077 1.335
C 2.194 1.847 0.571 -0.218 1.261 -1.156
C 2.199 0.746 -0.517 0.905 -1.334 0.257
C 2.594 -0.564 0.183 -0.718 -0.142 0.328
C 3.983 -0.485 0.876 -0.384 -0.189 -0.407
C 4.803 -1.800 0.803 -0.607 0.513 0.609
N 4.771 -2.477 2.122 0.393 0.626 -0.658
C 6.084 -2.965 2.563 -0.360 -0.884 0.272
C 6.292 -4.402 2.115 0.298 1.306 0.370
C 5.500 -5.403 2.620 -0.800 0.635 0.810
C 5.624 -6.699 2.226 -0.665 -0.640 0.414
C 6.576 -7.023 1.293 -0.128 -1.147 -0.140
C 7.389 -6.048 0.805 0.898 -0.289 -0.935
C 7.255 -4.747 1.208 0.639 0.344 -0.339
O 8.121 -3.799 0.674 -0.042 0.141 0.159
O 0.942 0.713 -1.217 -0.917 0.055 -0.450
C 1.015 1.544 -2.296 0.108 0.381 0.185
O 0.105 1.905 -2.992 1.079 -0.532 0.880
O 2.331 1.944 -2.432 -0.715 -0.002 -1.043
C 3.102 0.990 -1.740 1.160 -0.262 2.132
C 3.541 -0.201 -2.583 -0.553 -0.343 -0.674
C 2.418 -1.135 -3.053 -0.508 0.427 -0.742
O 2.943 -2.332 -3.670 -0.218 -0.231 1.007
C 3.048 -3.293 -2.693 1.843 -0.216 0.004
O 4.124 -3.675 -2.306 -1.171 0.132 -0.373
H -2.939 -0.760 -1.045 -0.128 0.114 0.055
H -1.808 0.143 -2.027 0.162 0.326 0.165
H -3.235 0.958 -1.343 0.055 0.059 0.187
H -2.378 2.360 0.591 0.209 -0.340 -0.107
H -1.159 2.220 -0.722 -0.167 0.284 0.100
H -0.042 0.925 1.563 0.069 0.047 -0.020
H -0.694 2.461 2.136 0.321 0.045 0.077
H 0.661 3.174 -0.309 -0.018 -0.184 -0.065
H 1.135 3.510 1.327 0.133 0.069 -0.205
H 2.381 1.473 1.575 0.111 -0.290 -0.155
H 3.000 2.545 0.311 0.087 -0.105 0.260
H 1.849 -0.734 0.968 -0.060 -0.143 -0.149
H 2.552 -1.437 -0.468 0.027 0.153 -0.111
H 4.556 0.352 0.467 0.068 -0.071 0.089
H 3.798 -0.300 1.932 0.311 0.216 0.007
H 5.831 -1.545 0.548 0.018 -0.257 -0.104
H 4.370 -2.453 0.040 0.346 0.055 -0.161
H 4.130 -3.252 2.022 0.093 -0.143 0.338
H 6.131 -2.927 3.656 -0.074 -0.031 -0.028
H 6.899 -2.343 2.199 -0.232 0.155 -0.153
H 4.757 -5.126 3.362 -0.025 -0.108 0.030
H 4.963 -7.426 2.679 0.084 -0.237 -0.167
H 6.682 -8.043 0.946 0.039 -0.011 0.030
H 8.164 -6.283 0.085 -0.031 0.008 -0.045
H 8.932 -3.842 1.190 0.106 0.103 -0.132
H 4.033 1.359 -1.299 -0.141 0.930 -0.671
H 4.342 -0.781 -2.118 -0.156 0.120 0.337
H 3.981 0.217 -3.494 0.094 0.006 0.090
H 1.847 -0.624 -3.832 -0.039 -0.105 0.040
H 1.697 -1.410 -2.279 0.143 0.034 0.058
H 2.110 -3.700 -2.279 -0.105 0.324 -0.247
O -7.999 4.199 3.233 -0.017 0.028 0.293
C -6.795 4.252 3.075 -0.022 -0.020 -0.543
C -6.158 4.230 1.767 -0.158 -0.020 0.119
C -4.823 4.275 1.663 -0.423 -0.029 -0.453
O -4.220 4.256 0.472 0.263 0.068 0.529
C -3.945 4.345 2.882 -0.047 0.009 0.436
O -2.739 4.365 2.736 0.127 -0.006 -0.388
C -4.585 4.388 4.189 0.154 0.003 -0.124
C -5.918 4.347 4.288 0.296 0.033 0.405
O -6.550 4.386 5.458 -0.198 -0.027 -0.291
H -6.802 4.177 0.900 0.023 -0.010 -0.015
H -3.262 4.297 0.648 0.023 0.003 -0.052
H -3.943 4.455 5.056 -0.011 -0.009 0.006
H -7.502 4.340 5.249 -0.040 -0.008 0.036
O -9.195 1.689 -4.666 0.154 -0.053 -0.254
C -8.384 1.285 -3.856 -0.294 0.069 0.442
C -8.637 1.243 -2.423 -0.077 0.055 -0.180
C -7.689 0.800 -1.588 -0.440 0.164 0.140
O -7.869 0.739 -0.270 0.324 -0.089 -0.128
C -6.351 0.339 -2.086 0.277 -0.075 -0.435
O -5.528 -0.034 -1.272 -0.311 -0.013 0.230
C -6.105 0.360 -3.520 0.081 -0.051 0.189
C -7.054 0.800 -4.356 0.437 -0.160 -0.139
O -6.882 0.838 -5.674 -0.316 0.115 0.135
H -9.604 1.579 -2.075 0.010 0.000 0.023
H -7.035 0.388 0.096 0.016 -0.005 0.051
H -5.143 0.011 -3.869 -0.004 0.019 -0.024
H -7.713 1.196 -6.041 -0.006 0.019 -0.054

Please write out number 2 again, unchanged.
28
Properties=species:S:1:pos:R:3:forces:R:3 method="wB97M-V/def2-TZVPD" e_tot_ev=-14621.786 homo_lumo_gap_ev=6.36 charge=+1
C -3.285 -1.615 -1.369 -0.976 -0.022 0.259
C -2.447 -0.897 -2.233 2.049 0.707 0.305
C -3.106 -1.583 -0.041 -1.978 -1.130 1.284
C -1.313 -0.395 -1.631 0.104 1.263 -0.741
C -1.860 -0.990 1.891 3.416 3.803 1.278
C -2.049 -0.885 0.606 1.500 0.788 -2.321
C -0.988 -0.235 -0.227 -2.165 -2.164 -1.826
C 0.231 0.266 0.192 -1.856 1.037 2.266
C -0.684 -0.256 2.566 0.681 -1.721 -1.439
C 0.228 0.685 1.697 -0.097 -0.691 -0.024
C 1.262 0.377 -0.697 3.260 -1.916 0.864
N 2.539 0.482 -0.245 -1.234 0.798 -0.813
N 4.424 1.888 -1.142 -0.657 0.227 -1.890
H -4.119 -2.103 -1.779 -1.060 -0.725 -0.340
H -2.622 -0.744 -3.336 0.189 -0.410 1.465
H -3.845 -2.093 0.679 1.164 0.723 -1.412
H -0.642 0.136 -2.257 0.372 0.345 -0.798
H -2.489 -1.466 2.514 -2.105 -1.928 2.005
H -0.932 0.341 3.403 -0.863 0.263 1.016
H -0.128 -1.120 2.970 0.280 0.316 0.075
H 1.241 0.723 2.209 -1.206 0.056 -0.794
H -0.286 1.661 1.805 0.724 -0.184 -0.377
H 1.194 -0.068 -1.699 -0.104 0.735 0.296
H 3.391 0.753 -0.894 -1.321 -0.096 0.791
H 2.637 0.915 0.681 -0.124 -0.514 -0.444
H 5.162 1.505 -1.701 1.252 -0.211 1.107
H 4.043 2.564 -1.798 -0.341 0.382 0.884
H 4.442 2.154 -0.163 1.095 0.269 -0.675